Record 1
Density functional theory data (ωB97M-V/def2-TZVPD) for a molecular structure, C13H21BaNO at a distorted geometry.

The geometry in XYZ format:
```
37
Properties=species:S:1:pos:R:3
Ba -13.3975 0.5588 1.8422
C -11.7597 1.6782 4.8021
C -11.1119 0.4650 4.1372
C -10.4046 0.5460 2.9371
C -10.1062 -0.5603 2.1132
C -9.5529 -0.3600 0.7765
C -10.6530 -1.8014 2.4893
C -11.3110 -1.9439 3.7254
C -11.8412 -3.2764 4.0524
C -11.6364 -0.8141 4.4821
H -11.2387 2.1453 5.6502
H -12.7781 1.4309 5.1926
H -11.9842 2.5372 4.1099
H -10.1092 1.5305 2.5788
H -8.5143 -0.7074 0.8584
H -9.5514 0.6679 0.5014
H -10.0647 -1.0082 0.0930
H -10.4038 -2.7068 1.9655
H -12.9344 -3.3901 4.2792
H -11.4184 -3.5937 5.0474
H -11.5150 -3.9945 3.3240
H -12.3242 -0.9132 5.3213
C -16.7198 5.0012 2.0206
N -15.6814 3.9683 1.7882
C -15.7145 3.2367 0.4971
C -14.6092 3.8015 2.5929
C -14.5052 4.5768 3.8326
O -13.7561 2.9031 2.3587
H -16.2711 5.7833 2.6737
H -17.5747 4.4817 2.4755
H -16.9614 5.5078 1.0741
H -16.4060 3.6754 -0.2128
H -16.0558 2.2404 0.7211
H -14.6946 3.2004 0.0278
H -15.4781 4.6542 4.4946
H -14.1831 5.5777 3.6087
H -13.7812 4.1536 4.5182
```

Values from the calculation:
Molecular weight   344.64 g/mol
F_max   3.02 eV/Å
Total energy   -662.950106 Eh
Spin multiplicity   1
Net charge   +2
Frontier orbital gap   8.24 eV
Highest occupied orbital energy   -15.4 eV



Record 2
Density functional theory data (ωB97M-V/def2-TZVPD) for a single C2H5FS molecule at a distorted geometry.

The geometry in XYZ format:
```
9
Properties=species:S:1:pos:R:3
C 0.4240 -0.5394 -0.4893
C -0.2088 -0.0016 0.6951
F -0.7551 -0.9967 1.4817
S -1.4263 1.3337 0.1266
H -0.2701 -1.1961 -1.0671
H 1.2977 -1.1564 -0.3174
H 0.6956 0.2453 -1.1051
H 0.5788 0.5194 1.2822
H -0.3357 1.7918 -0.6065
```

Values from the calculation:
Molecular weight   80.13 g/mol
F_max   3.51 eV/Å
Total energy   -577.226179 Eh
Structure (SMILES)   C[C@H](F)S
Spin multiplicity   1
Frontier orbital gap   10.26 eV
Energy above the lowest of the compared OMol25 structures with the same formula, charge and spin   22.37 kJ/mol
Highest occupied orbital energy   -9.5 eV



Record 3
Density functional theory data (ωB97M-V/def2-TZVPD) for 2 unconnected molecules or ions with the total composition C4H12O4 at a distorted geometry.

The geometry in XYZ format:
```
20
Properties=species:S:1:pos:R:3
O -1.7213 -2.8246 1.8477
O -1.5226 -0.2406 1.3475
C -1.4101 -1.9366 2.9413
C -2.0335 -0.5914 2.6436
H -2.6292 -3.1594 2.0028
H -1.6352 -0.9487 0.6793
H -1.7915 -2.3758 3.8831
H -0.3226 -1.7698 3.0640
H -3.1097 -0.7437 2.8534
H -1.6708 0.2130 3.3121
O 1.0688 0.9417 -1.1054
O 0.9510 1.6848 -3.9682
C 1.9201 1.8605 -1.7784
C 2.1437 1.4134 -3.2675
H 1.6473 0.1740 -0.9147
H 0.2388 1.2497 -3.4545
H 1.5524 2.9046 -1.7742
H 2.9328 1.8585 -1.3312
H 3.0206 1.9594 -3.6655
H 2.3710 0.3311 -3.3154
```

Values from the calculation:
Molecular weight   124.14 g/mol
F_max   2.16 eV/Å
Total energy   -460.500695 Eh
Structure (SMILES)   OCCO.OCCO
Spin multiplicity   1
Frontier orbital gap   10.49 eV
Energy above the lowest of the compared OMol25 structures with the same formula, charge and spin   215.15 kJ/mol
Highest occupied orbital energy   -9.8 eV



Record 4
Density functional theory data (ωB97M-V/def2-TZVPD) for a single CH2N2OS2 molecule at a distorted geometry.

The geometry in XYZ format:
```
8
Properties=species:S:1:pos:R:3
C -0.0629 -1.0832 -0.0193
N -1.4460 1.7386 0.1078
N 1.0264 -0.3557 -0.1592
O -0.4256 2.3264 0.2499
S -1.6525 0.1860 -0.0581
S -0.3783 -2.6775 0.1321
H 0.9223 0.6115 0.0891
H 2.0166 -0.7460 -0.3424
```

Values from the calculation:
Molecular weight   122.17 g/mol
F_max   4.22 eV/Å
Total energy   -1020.322598 Eh
Structure (SMILES)   NC(=S)SN=O
Spin multiplicity   1
Frontier orbital gap   8.23 eV
Energy above the lowest of the compared OMol25 structures with the same formula, charge and spin   183.01 kJ/mol
Highest occupied orbital energy   -8.8 eV



Record 5
Density functional theory data (ωB97M-V/def2-TZVPD) for a molecular structure, C13H37Br3O12 at a distorted geometry.

The geometry in XYZ format:
```
65
Properties=species:S:1:pos:R:3
C 8.4519 -6.3929 21.5181
C 7.9392 -7.0548 20.2826
O 7.5548 -6.0932 19.3365
O 9.6584 -5.7562 21.1898
H 8.5996 -7.1648 22.3017
H 7.7839 -5.7190 21.9226
H 6.9886 -7.5446 20.5270
H 8.6266 -7.8098 19.8688
H 8.0276 -6.2989 18.5226
H 9.5034 -4.8623 20.8849
C 4.9994 -4.3539 16.3325
C 6.4478 -4.7118 16.6353
O 7.3513 -4.0514 15.7565
O 4.8228 -2.9573 16.4898
H 4.3854 -4.7865 17.1094
H 4.7566 -4.6632 15.3706
H 6.5289 -5.7984 16.5023
H 6.7702 -4.3672 17.6408
H 8.0308 -3.6547 16.3354
H 5.3344 -2.4928 15.8149
C 8.9628 -2.4245 19.2738
C 10.1211 -3.0603 18.5407
O 9.5491 -3.8544 17.4805
O 8.2932 -3.2836 20.0387
H 8.2417 -1.9215 18.5927
H 9.3536 -1.6205 19.9565
H 10.6976 -3.8085 19.1003
H 10.8509 -2.3319 18.1335
H 10.2214 -4.4709 17.2014
H 7.8489 -3.9744 19.5011
C 15.1657 -6.6142 13.6904
C 14.6192 -5.2536 13.3646
O 13.7174 -4.8404 14.3214
O 14.0410 -7.4759 13.7497
H 15.6350 -6.4078 14.6441
H 16.0251 -6.8652 12.9907
H 14.2155 -5.2319 12.3156
H 15.4849 -4.5546 13.3050
H 13.0888 -5.5532 14.5106
H 14.3473 -8.3892 13.6631
C 10.3669 -2.6619 14.0641
C 9.9654 -3.9710 13.4410
O 9.6015 -4.9215 14.4037
O 10.8205 -1.6784 13.2022
H 11.0534 -2.9059 14.9148
H 9.5160 -2.2218 14.6140
H 10.8813 -4.3226 12.8625
H 9.2318 -3.8733 12.6085
H 8.7316 -4.7565 14.7930
H 11.2768 -1.9891 12.3955
C 11.2534 -7.2094 16.3560
C 10.1205 -7.6103 17.2518
O 8.7750 -7.2669 16.7397
O 11.3314 -5.7800 16.1792
H 11.1189 -7.6715 15.3863
H 12.1400 -7.6093 16.8169
H 10.0108 -6.9253 18.1352
H 10.3562 -8.6431 17.5435
H 8.5665 -7.8623 16.0146
H 10.6134 -5.4630 15.5471
C 14.3055 -5.9016 18.9267
Br 12.5712 -6.0987 19.8776
Br 14.1457 -4.4513 17.7044
Br 14.7513 -7.3669 17.7783
H 15.0631 -5.6426 19.6854
```

Values from the calculation:
Molecular weight   625.14 g/mol
F_max   3.99 eV/Å
Total energy   -9142.311578 Eh
Spin multiplicity   1
Frontier orbital gap   9.92 eV
Highest occupied orbital energy   -9.8 eV



Record 6
Density functional theory data (ωB97M-V/def2-TZVPD) for a molecular structure, C5H9NO.

The geometry in XYZ format:
```
16
Properties=species:S:1:pos:R:3
C -1.6333 -0.7572 -0.7029
C -0.3736 -1.0610 0.0842
N 0.8456 -1.1719 -0.7154
C 1.4917 -0.1085 -0.1572
O 2.5571 0.4129 -0.3725
C 0.3384 0.1080 0.8246
C 0.1541 2.4081 0.6898
H -1.5079 0.1438 -1.3122
H -2.4810 -0.6057 -0.0281
H -1.8698 -1.5979 -1.3654
H -0.5177 -1.9400 0.7236
H 1.0716 -1.7201 -1.5296
H 0.5750 -0.0676 1.8716
H 0.7323 2.4237 -0.2543
H 0.9483 2.4488 1.4617
H -0.3310 1.0846 0.7821
```

Values from the calculation:
Molecular weight   99.13 g/mol
F_max   0.57 eV/Å
Total energy   -325.741764 Eh
Spin multiplicity   1
Frontier orbital gap   9.02 eV
Energy above the lowest of the compared OMol25 structures with the same formula, charge and spin   514.05 kJ/mol
Highest occupied orbital energy   -8.9 eV